Record 1
{"formula": "C17H24NO2", "method": "the ωB97M-V functional and the def2-TZVPD basis", "elements": ["C", "C", "H", "H", "O", "C", "O", "C", "N", "C", "C", "H", "H", "H", "H", "H", "C", "C", "H", "H", "H", "H", "H", "C", "C", "C", "C", "C", "C", "C", "C", "C", "H", "H", "H", "H", "H", "H", "H", "H", "H", "H", "H", "H"], "xyz": [[1.86204, 3.54511, 0.42812], [0.63412, 3.21800, -0.30973], [-0.04253, 4.17238, -0.28938], [0.65616, 2.89886, -1.37922], [-0.10290, 1.95213, 0.25607], [-1.25734, 1.50718, -0.06346], [-1.82303, 1.79290, -0.97647], [-1.74870, 0.49576, 0.68197], [-2.47519, -0.59544, -0.01324], [-2.44752, -1.87078, 0.95614], [-3.24776, -1.42636, 2.31671], [-2.79772, -0.79367, 2.82238], [-4.21005, -1.53056, 2.06430], [-3.14479, -2.48589, 2.86684], [-3.00348, -2.62986, 0.28050], [-1.52520, -2.17554, 1.26187], [-3.74106, -0.30191, -0.27901], [-4.64954, -1.19008, -1.03690], [-4.75104, -1.91782, -0.60574], [-5.58029, -0.60202, -1.25416], [-4.18648, -1.43484, -2.14113], [-4.43386, 0.24163, 0.72875], [-3.62521, 0.87224, -0.87770], [-1.68772, -0.95061, -0.96311], [-0.21070, -0.88430, -1.08789], [1.05438, -1.03112, -0.61140], [2.36026, -1.21414, -0.29754], [2.84557, -0.04324, 0.70179], [4.07792, -0.20222, 1.14084], [5.08574, -0.98170, 0.37975], [4.60729, -1.65199, -0.76251], [3.21831, -1.83688, -1.14510], [2.91762, -2.40538, -1.79316], [5.27153, -2.49442, -1.29385], [6.07104, -0.97473, 0.54703], [4.55498, 0.67405, 1.86193], [2.13206, 0.40378, 1.11922], [-1.97268, -1.95316, -1.22692], [-1.82381, -0.20808, -1.89735], [-0.98880, 0.20078, 1.44600], [-2.33706, 0.85844, 1.67584], [2.11473, 4.47531, 0.08567], [1.57348, 3.73922, 1.42433], [2.44080, 2.55986, 0.28377]], "mulliken_charge": [-1.1913, -0.2945, 0.3206, 0.3301, -0.2485, -0.0789, -0.4743, -0.7925, 0.6051, -0.5519, -1.5726, 0.6293, 0.5069, 0.3621, 0.4151, 0.5640, -0.1682, -1.7723, 0.7189, 0.3717, 0.2439, 0.3817, 0.3392, -0.1778, -0.9576, 0.4779, -0.2907, -0.9400, -0.5481, -0.4400, -0.3576, -0.6652, 0.7650, 0.2046, 0.5328, 0.2042, 1.2147, 0.5585, 0.4881, 0.6035, 0.5991, 0.4661, 0.3149, 0.3041], "de_lowest_kj_mol": 1673.1, "e_tot_ha": -866.572494, "total_charge": 1}

=====

Record 2
{"formula": "C17H25BN3O3PtS", "method": "the ωB97M-V functional and the def2-TZVPD basis", "elements": ["Pt", "C", "C", "O", "N", "C", "C", "C", "C", "C", "C", "N", "H", "H", "H", "H", "H", "H", "H", "H", "H", "H", "S", "C", "C", "N", "C", "H", "H", "H", "C", "C", "C", "O", "B", "O", "C", "C", "C", "H", "H", "H", "H", "H", "H", "H", "H", "H", "H", "H", "H"], "xyz": [[-0.40112, -0.78279, 0.74637], [0.39646, -2.69997, 4.53209], [-0.05185, -2.66384, 3.11924], [-0.37423, -1.54386, 2.59312], [-0.13994, -3.76603, 2.40360], [-0.77555, -3.82964, 1.09290], [0.20302, -3.50862, -0.01370], [0.83866, -4.50082, -0.73421], [1.76421, -4.17165, -1.71571], [2.04562, -2.83499, -1.96174], [1.39067, -1.86729, -1.23198], [0.48256, -2.21334, -0.29361], [0.11848, -1.77243, 5.02505], [1.48718, -2.78318, 4.54636], [-0.02313, -3.55291, 5.06381], [0.14910, -4.63452, 2.83720], [-1.62939, -3.14922, 1.07800], [-1.17420, -4.83211, 0.95593], [0.60230, -5.53532, -0.52099], [2.25966, -4.95186, -2.27997], [2.75955, -2.53181, -2.71550], [1.56481, -0.81035, -1.38132], [-2.66189, 1.78405, -2.05853], [-1.86910, 0.60295, -3.00315], [-1.12583, -0.21638, -2.22608], [-1.20395, 0.09579, -0.88296], [-1.97937, 1.15580, -0.66603], [-1.99225, 0.56866, -4.07483], [-0.52962, -1.04604, -2.56397], [-2.16824, 1.57898, 0.31326], [4.44237, 1.41144, 0.04976], [3.25827, 1.48827, 0.97710], [2.78442, 2.90410, 1.19661], [2.07229, 0.77818, 0.25041], [1.52312, 0.15808, 1.26883], [1.99144, 0.02566, 2.48158], [3.40801, 0.63418, 2.29720], [3.69486, 1.44681, 3.53236], [4.31911, -0.56350, 2.16549], [4.27977, 2.05078, -0.81606], [4.64204, 0.39646, -0.28612], [5.32909, 1.78074, 0.56908], [2.57409, 3.36949, 0.23527], [3.56640, 3.48543, 1.68512], [1.88966, 2.95218, 1.81900], [2.92351, 2.18692, 3.72855], [4.64798, 1.96546, 3.40948], [3.78809, 0.79037, 4.39568], [4.08331, -1.16996, 1.28860], [4.23793, -1.17983, 3.05925], [5.35576, -0.23788, 2.08093]], "mulliken_charge": [2.2556, -1.3615, 0.8833, -0.6900, 0.0693, -1.8094, 1.1989, -0.7858, -0.4108, -1.2815, -0.3105, -0.5408, 0.3622, 0.3180, 0.5052, 0.2940, 0.3693, 0.5892, 0.5248, 0.4720, 0.5538, 0.9631, 0.0571, -0.3096, -0.6234, 0.0554, -0.0156, 0.4449, 0.5579, 0.3747, -1.7024, 1.2051, -1.7935, -0.4263, 0.5245, -0.2666, 1.3605, -1.6493, -1.7157, 0.4665, 0.3567, 0.3888, 0.4973, 0.4270, 0.2931, 0.3893, 0.3926, 0.4372, 0.2109, 0.4768, 0.4177], "de_lowest_kj_mol": 0.0, "e_tot_ha": -1594.199444, "total_charge": 3}

=====

How do the records compare in HOMO? In the order shown, they have -0.407; -0.712 Ha.